Density functional theory data (ωB97M-V with the def2-TZVPD basis set) for a cluster of 2 separate species, C2H8N3S2 in total.

Element x y z (Å)
C (3.432, 0.075, 0.738)
C (-1.524, -0.485, -0.211)
N (-0.940, 0.654, -0.544)
N (-1.037, -1.661, -0.570)
N (-1.553, 1.826, -0.117)
S (2.012, -0.293, 0.089)
S (-2.997, -0.285, 0.676)
H (3.759, 1.101, 0.834)
H (4.095, -0.697, 1.105)
H (-0.012, 0.656, -0.972)
H (-0.140, -1.733, -1.028)
H (-1.492, -2.519, -0.303)
H (-1.858, 2.405, -0.896)
H (-0.955, 2.373, 0.497)
H (-3.272, -1.593, 0.784)

Its total charge is +1. As for the spin multiplicity: 1. For the HOMO-LUMO gap, the calculation gives 8.6 eV.

Density functional theory data (ωB97M-V with the def2-TZVPD basis set) for a cluster of 2 separate species, C2H8N4 in total.

Element x y z (Å)
C (-1.702, -0.874, 0.468)
N (-0.717, -1.744, 0.404)
H (0.189, -1.438, -0.390)
H (-0.323, -2.020, 1.299)
H (-2.207, -0.625, -0.458)
H (-2.242, -0.686, 1.395)
H (-0.755, 0.776, -0.169)
C (1.178, 0.696, -0.738)
N (0.144, 1.326, -0.152)
N (0.153, 2.344, 0.686)
N (1.080, -0.559, -1.172)
H (1.106, 2.458, 1.045)
H (1.979, -0.895, -1.501)
H (2.117, 1.243, -0.719)

Its total charge is 0. As for the spin multiplicity: 1. For the HOMO-LUMO gap (spin up / spin down), the calculation gives 8.9 / 5.3 eV.

Density functional theory data (ωB97M-V with the def2-TZVPD basis set) for a structure of composition C2H8N4.

Element x y z (Å)
C (2.123, 0.169, -0.083)
C (-0.227, -0.075, -0.134)
H (1.995, 0.843, -0.855)
H (2.986, -0.465, -0.020)
H (2.203, 0.496, 1.043)
H (1.081, -1.746, -0.219)
H (0.001, 1.813, 0.107)
H (-1.283, -1.657, -0.375)
H (-2.864, 0.037, 1.192)
H (-2.352, 1.095, -0.431)
N (0.975, -0.688, 0.088)
N (-0.708, 1.104, -0.125)
N (-1.328, -0.812, -0.168)
N (-2.600, -0.115, -0.019)

Its total charge is 0. As for the spin multiplicity: 1. For the HOMO-LUMO gap, the calculation gives 8.9 eV.

Density functional theory data (ωB97M-V with the def2-TZVPD basis set) for the molecule C2H8N4O.

Element x y z (Å)
C (-2.150, -0.355, 0.106)
C (0.038, 0.781, -0.021)
H (-2.459, 0.546, 0.607)
H (-2.410, -0.369, -0.965)
H (-2.571, -1.265, 0.562)
H (0.438, -1.970, 0.081)
H (0.094, 2.677, -0.287)
H (1.937, 1.378, -0.433)
H (2.519, -0.387, 1.151)
H (2.664, -0.993, -0.455)
N (-0.682, -0.404, 0.255)
N (-0.576, 1.937, -0.068)
N (1.394, 0.523, -0.335)
N (2.040, -0.596, 0.296)
O (-0.275, -1.503, -0.495)

Its total charge is 0. As for the spin multiplicity: 1. Its SMILES is [H]/N=C(\NN)N(C)O. For the HOMO-LUMO gap, the calculation gives 9.3 eV.

Density functional theory data (ωB97M-V with the def2-TZVPD basis set) for the molecule C2H8N4O.

Element x y z (Å)
N (0.519, -0.531, -0.258)
C (0.051, 0.718, 0.151)
N (-2.121, 0.029, -0.474)
N (-0.056, -1.691, 0.329)
N (1.908, -0.612, -0.396)
C (0.793, 1.816, 0.273)
O (-1.294, 0.790, 0.433)
H (-2.238, 0.606, -1.310)
H (-3.017, -0.010, 0.007)
H (-0.302, -1.534, 1.307)
H (-0.906, -1.922, -0.178)
H (2.114, -1.368, -1.041)
H (2.363, -0.818, 0.496)
H (1.856, 1.774, 0.157)
H (0.329, 2.755, 0.504)

Its total charge is 0. As for the spin multiplicity: 1. Its SMILES is C=C(ON)N(N)N. For the HOMO-LUMO gap, the calculation gives 9.1 eV.

Density functional theory data (ωB97M-V with the def2-TZVPD basis set) for a cluster of 2 separate species, C2H8N4O2 in total.

Element x y z (Å)
N (0.447, -0.583, -0.133)
N (0.042, -1.924, -0.144)
C (0.525, 1.387, -2.124)
N (-0.380, 0.825, -1.460)
H (1.464, -0.526, -0.110)
H (0.692, -2.482, -0.686)
H (-0.878, -1.961, -0.573)
H (1.506, 1.659, -1.740)
H (0.256, 1.626, -3.155)
C (-0.120, 0.335, 0.952)
N (-1.340, -0.134, 1.532)
O (0.898, 0.327, 1.946)
O (-0.270, 1.493, 0.317)
H (0.621, 0.966, 2.615)
H (-2.139, 0.103, 0.960)
H (-1.323, -1.109, 1.803)

Its total charge is 0. As for the spin multiplicity: 1. For the HOMO-LUMO gap (spin up / spin down), the calculation gives 8.0 / 8.0 eV.

Density functional theory data (ωB97M-V with the def2-TZVPD basis set) for a structure of composition C2H8N4O2.

Element x y z (Å)
C (-0.999, -1.066, -1.071)
C (0.480, 0.658, -0.182)
H (0.036, -1.549, -1.528)
H (-1.826, -0.323, -1.637)
H (-1.706, -2.195, -0.646)
H (-0.002, -2.362, 1.047)
H (-0.826, -0.888, 2.296)
H (-1.117, 1.644, -0.611)
H (1.123, 2.647, -0.436)
H (1.727, -0.609, 1.483)
N (-0.515, -0.369, 0.261)
N (-0.127, -1.228, 1.333)
N (-0.256, 1.483, -1.031)
N (1.555, 1.151, 0.487)
O (0.230, 2.748, -1.081)
O (2.223, 0.257, 1.316)

Its total charge is 0. As for the spin multiplicity: 1. For the HOMO-LUMO gap, the calculation gives 8.7 eV.

Density functional theory data (ωB97M-V with the def2-TZVPD basis set) for a cluster of 2 separate species, C2H8N4OS in total.

Element x y z (Å)
C (-3.281, 0.720, -4.996)
C (-3.417, 2.953, -4.778)
N (-2.480, 1.774, -4.746)
N (-4.680, 1.198, -5.020)
N (-4.688, 2.401, -4.875)
N (6.825, -2.615, 10.771)
O (-2.774, -0.454, -5.036)
S (-3.010, -2.135, -5.541)
H (-3.335, 3.605, -3.807)
H (-3.238, 3.555, -5.647)
H (-1.582, 1.909, -4.297)
H (7.686, -3.194, 10.876)
H (6.702, -2.155, 9.850)
H (6.907, -1.961, 11.570)
H (5.915, -3.269, 10.941)
H (-1.551, -2.330, -5.266)

Its total charge is +2. As for the spin multiplicity: 1. For the HOMO-LUMO gap, the calculation gives 9.0 eV.

Density functional theory data (ωB97M-V with the def2-TZVPD basis set) for a cluster of 2 separate species, C2H8N5 in total.

Element x y z (Å)
C (1.493, 0.651, 0.213)
C (1.426, -0.717, -0.500)
N (0.085, 0.902, 0.574)
N (-0.505, -1.282, 0.983)
N (-0.008, -1.100, -0.383)
N (-2.506, 0.253, -0.376)
N (-0.676, -0.131, 0.343)
H (1.884, 0.555, 1.158)
H (1.858, 1.396, -0.408)
H (1.626, -0.829, -1.589)
H (2.180, -1.490, -0.069)
H (-0.117, 1.439, 1.347)
H (-1.104, -2.222, 0.944)
H (-2.495, 1.270, -0.741)
H (-3.130, 0.488, 0.462)

Its total charge is +1. As for the spin multiplicity: 1. For the HOMO-LUMO gap (spin up / spin down), the calculation gives 8.6 / 8.7 eV.

Density functional theory data (ωB97M-V with the def2-TZVPD basis set) for a structure of composition C2H8N6.

Element x y z (Å)
C (-1.469, 0.408, -0.363)
C (1.556, -0.830, 0.315)
H (-1.751, 1.378, 1.579)
H (-2.212, 2.409, 0.207)
H (-1.119, 1.663, -1.776)
H (-1.504, -1.153, 1.050)
H (0.207, -1.294, -1.055)
H (1.997, -0.342, -1.376)
H (3.387, -0.610, -0.488)
H (0.837, -0.369, 1.911)
N (-2.249, 1.323, 0.521)
N (-1.226, 0.296, -1.712)
N (-0.901, -0.484, 0.456)
N (0.180, -1.263, 0.092)
N (2.473, -0.965, -0.749)
N (1.793, -0.169, 1.389)

Its total charge is 0. As for the spin multiplicity: 1. For the HOMO-LUMO gap, the calculation gives 9.7 eV.

Density functional theory data (ωB97M-V with the def2-TZVPD basis set) for a cluster of 2 separate species, C2H8NO in total.

Element x y z (Å)
O (-1.577, -2.229, -0.708)
H (-1.786, -1.458, -0.198)
C (1.054, 0.756, -0.826)
N (0.656, -0.281, 0.085)
C (-0.338, 0.065, 1.061)
H (0.192, 1.109, -1.421)
H (1.331, 1.665, -0.292)
H (1.932, 0.695, -1.479)
H (0.292, -1.100, -0.419)
H (-0.180, 1.130, 1.346)
H (-0.179, -0.373, 2.051)
H (-1.394, 0.020, 0.801)

Its total charge is -1. As for the spin multiplicity: 1. For the HOMO-LUMO gap, the calculation gives 6.5 eV.

Density functional theory data (ωB97M-V with the def2-TZVPD basis set) for a cluster of 2 separate species, C2H8NO in total.

Element x y z (Å)
C (1.523, -0.969, -0.665)
C (0.469, 0.747, 0.847)
N (0.426, -0.084, -0.243)
H (1.527, -0.982, -1.744)
H (1.231, -1.982, -0.259)
H (2.453, -0.654, -0.165)
H (1.485, 1.063, 1.168)
H (-0.429, 1.440, 0.910)
H (-0.549, -0.101, -0.631)
H (-2.882, -0.140, 0.660)
H (-2.834, 1.220, 0.136)
O (-2.420, 0.442, -0.012)

Its total charge is +2. The expectation value of S² is 0.7580. As for the spin multiplicity: 2. For the HOMO-LUMO gap (spin up / spin down), the calculation gives 11.5 / 4.5 eV.

Per-record largest force on an atom, eV/Å: 0.46 3.54 9.72 2.75 0.79 1.17 5.43 3.62 6.59 8.31 2.64 5.93